54
Properties=species:S:1:pos:R:3:forces:R:3 method="wB97M-V/def2-TZVPD" largest_force_ev_per_a=0.63 spin_multiplicity=1 de_lowest_kcal_mol=0.0 gap_ev=10.499 total_energy_ev=-49161.6100 charge=0
O -2.598 0.062 3.043 -0.098 0.312 -0.006
C -3.387 -1.097 2.842 -0.001 -0.132 0.104
C -4.228 -1.047 1.585 -0.034 0.235 -0.090
O -3.396 -1.247 0.465 0.026 0.001 0.001
C -3.946 -0.745 -0.734 -0.158 0.067 0.083
O -3.021 -0.898 -1.746 0.048 -0.005 -0.088
C -1.915 0.006 -1.637 -0.042 0.181 0.127
Si -0.360 -0.849 -2.249 -0.144 -0.032 -0.206
O 0.948 -0.009 -1.696 -0.035 -0.116 0.071
Si 2.027 -0.387 -0.509 0.091 0.174 0.036
H -3.177 0.816 3.229 0.149 -0.293 -0.077
H -4.030 -1.290 3.711 0.005 0.014 -0.080
H -2.679 -1.923 2.754 -0.076 0.014 0.027
H -4.715 -0.059 1.510 -0.018 -0.109 0.089
H -5.020 -1.809 1.621 0.057 0.017 0.012
H -4.209 0.318 -0.585 0.012 -0.075 -0.052
H -4.843 -1.311 -1.019 0.103 0.001 -0.001
H -2.134 0.923 -2.202 0.024 -0.047 0.075
H -1.756 0.292 -0.589 0.004 -0.057 -0.081
H -0.309 -0.866 -3.727 0.005 -0.005 0.029
H -0.336 -2.233 -1.732 0.029 0.002 0.025
H 1.390 -1.265 0.496 0.024 -0.017 -0.025
H 2.450 0.872 0.138 0.009 -0.020 -0.006
H 3.200 -1.053 -1.104 0.009 -0.032 0.023
C 6.754 -5.606 1.546 -0.026 0.000 0.005
C 6.330 -5.546 0.096 0.003 -0.008 -0.020
O 5.668 -4.302 -0.208 0.009 0.054 0.180
C 6.475 -3.268 -0.436 -0.001 -0.157 -0.606
O 7.679 -3.299 -0.472 0.013 0.059 0.243
O 5.721 -2.206 -0.718 -0.003 0.035 0.165
C 6.456 -1.020 -1.037 -0.018 -0.005 0.020
H 5.898 -5.440 2.201 0.009 -0.005 0.005
H 7.168 -6.590 1.765 0.009 0.001 0.005
H 7.517 -4.858 1.757 0.000 0.002 -0.004
H 5.583 -6.303 -0.134 0.002 0.004 0.012
H 7.180 -5.664 -0.573 -0.004 0.003 0.006
H 7.172 -1.216 -1.832 -0.010 -0.002 -0.005
H 6.985 -0.655 -0.159 0.009 0.002 -0.008
H 5.710 -0.299 -1.359 0.015 0.013 0.009
C -1.496 4.918 -1.441 -0.059 0.010 -0.038
C -1.672 4.596 0.025 0.022 -0.040 0.024
O -2.840 5.244 0.572 -0.040 0.000 -0.009
C -4.001 4.658 0.297 0.028 0.014 -0.031
O -4.157 3.640 -0.330 -0.006 -0.049 0.029
O -4.976 5.387 0.839 0.010 -0.012 0.020
C -6.294 4.871 0.622 0.007 0.017 -0.005
H -1.471 5.996 -1.599 0.036 -0.002 0.021
H -0.560 4.492 -1.804 0.009 0.000 0.013
H -2.312 4.497 -2.026 0.010 -0.008 -0.001
H -0.853 4.985 0.625 0.004 0.004 -0.014
H -1.757 3.522 0.189 -0.001 0.001 -0.006
H -6.364 3.842 0.967 -0.007 0.006 0.011
H -6.548 4.911 -0.436 0.005 -0.005 0.001
H -6.953 5.515 1.195 -0.014 -0.012 -0.010